1.
Entry from the Open Molecules 2025 dataset: a cluster of 2 separate species, C3H7PS2 in total in a non-equilibrium geometry (wB97M-V/def2-TZVPD).

Properties
- LUMO level (spin up / spin down) (hartree) = -0.01729 / -0.02840
- highest occupied orbital energy (spin up / spin down) (eV) = -8.2 / -7.5
- orbital gap (spin up / spin down) (eV) = 7.773 / 6.679
- charge = 0
- multiplicity = 1
- E (Eh) = -1256.08881
- strongest force on any atom (hartree/bohr) = 0.0340

The geometry in XYZ format:
```
13
Properties=species:S:1:pos:R:3:forces:R:3:lowdin_charge:R:1
C 2.11273 -0.86211 -0.41277 0.6147 1.2425 -1.0657 -0.7775
C -1.63440 2.04410 -1.01726 0.1780 -0.3217 -0.0648 -0.4842
C 1.68276 -1.92249 0.41868 0.1929 -1.5652 0.7294 -0.6409
P -1.09661 0.27396 -0.98706 0.0745 0.0749 -0.3094 0.7153
S 3.24804 -0.37251 -1.36853 -0.4349 -0.2307 0.4234 0.7167
S 2.77919 -3.47079 0.44915 -0.4296 0.3739 -0.0814 0.6385
H -2.71239 2.09810 -0.86755 -0.0467 0.0673 0.0240 0.0153
H -1.38750 2.47778 -1.98281 -0.0076 0.0832 -0.0106 0.0051
H -1.13890 2.60036 -0.22488 -0.0102 0.1345 0.0164 0.0141
H 0.71400 -2.29506 0.07838 -0.0257 0.0834 0.0828 0.0605
H 1.58208 -1.59441 1.45565 -0.1352 0.1066 -0.1380 0.0767
H -1.44317 0.08293 0.35843 -0.0557 -0.1329 0.3737 -0.1765
H 3.89861 -2.82377 0.78181 0.0855 0.0843 0.0201 -0.1632
```
Forces are in eV/Å.

2.
Entry from the Open Molecules 2025 dataset: an isolated molecule of C23H27N3O5S2 (wB97M-V/def2-TZVPD).

Properties
- LUMO level (hartree) = 0.01478
- highest occupied orbital energy (eV) = -7.7
- orbital gap (eV) = 8.108
- charge = 0
- multiplicity = 1
- E (Eh) = -2229.50690
- strongest force on any atom (hartree/bohr) = 0.0163

The geometry in XYZ format:
```
60
Properties=species:S:1:pos:R:3:forces:R:3:lowdin_charge:R:1
C -2.63574 1.27007 -4.52415 -0.1859 -0.1326 0.0574 -0.0768
O -1.52879 2.11583 -4.75085 0.2706 0.1943 -0.0610 -0.0822
C -0.42779 1.94263 -3.97136 0.1423 -0.0322 0.0806 -0.2778
C -0.25108 0.90097 -3.07132 -0.2990 0.0844 -0.3324 -0.0218
C 0.87043 0.85377 -2.26109 0.2514 0.1363 0.0658 -0.0154
C 1.85784 1.82722 -2.34497 -0.1131 -0.1166 -0.1744 -0.2451
N 3.00376 1.87404 -1.51332 0.2236 0.0008 -0.1525 -0.1075
C 3.04772 3.05526 -0.67574 -0.2088 0.0818 0.1510 -0.1415
C 1.83445 3.05253 0.27732 0.0326 0.3391 -0.0161 -0.1151
N 1.55430 1.69218 0.69487 0.3204 -0.0741 -0.1030 -0.0477
C 0.34527 1.22925 1.06893 0.0069 0.2887 0.0921 -0.4385
O 0.18989 0.09572 1.49803 -0.0785 -0.0479 0.1231 0.0512
C -0.82678 2.18944 0.93011 0.0804 -0.1799 0.0465 -0.1216
C -2.09060 1.58011 1.49602 0.0507 -0.6313 -0.5451 -0.1913
S -2.83468 0.38664 0.32131 -0.5095 0.0719 0.2239 0.7193
O -2.55927 0.82857 -1.02396 0.4506 -0.0906 0.0185 -0.3131
O -4.21926 0.25755 0.69814 0.0264 -0.0973 0.3750 -0.3095
C -2.05064 -1.19823 0.60392 -0.2677 0.3333 -0.0650 -0.2859
C -1.21499 -1.75776 -0.34125 -0.0685 0.0916 -0.1498 -0.0584
C -0.58393 -2.95304 -0.05684 -0.1364 0.0574 0.1606 -0.0708
C -0.79710 -3.58233 1.16261 0.0670 -0.1049 0.2101 -0.4602
C -1.68227 -3.03186 2.09863 0.1381 0.2432 -0.5117 -0.2318
C -2.30670 -1.82632 1.80358 0.0153 -0.1311 0.0434 0.0051
N -1.97626 -3.68471 3.29120 -0.5233 0.3122 0.0513 0.1464
C -1.24514 -4.64540 3.91816 0.3042 -0.3608 0.0399 -0.5104
O -1.65309 -5.20756 4.90817 -0.0147 -0.0754 0.2041 0.0857
C 0.13054 -4.90173 3.33374 0.1630 0.0781 -0.3484 -0.5186
C 1.09527 -3.78154 3.70636 -0.0177 -0.0635 0.0989 -0.0886
S 0.02053 -5.09679 1.52152 -0.1548 -0.1161 0.1424 1.0190
C 2.69652 0.79840 0.70711 0.0800 -0.2541 0.0317 -0.1008
C 3.32306 0.71333 -0.70634 0.1167 -0.0747 0.1175 -0.1393
C 1.70821 2.83080 -3.30492 -0.1017 -0.0757 0.0441 -0.0199
C 0.58565 2.89445 -4.09865 -0.2362 -0.0593 -0.0015 0.0042
H -2.91738 1.25295 -3.46695 0.0107 0.0009 -0.0786 0.0770
H -2.43063 0.24916 -4.86378 -0.0082 0.0229 0.0304 0.0969
H -3.44953 1.68648 -5.11574 0.0260 -0.0761 0.0430 0.0935
H -1.00640 0.14133 -2.96488 -0.1036 -0.0457 0.0104 0.0841
H 0.94287 0.05156 -1.54262 0.0333 -0.0714 0.1081 0.0998
H 3.02413 3.95738 -1.28620 0.0614 0.0043 0.1150 0.1149
H 3.98842 3.04243 -0.12053 -0.0187 0.0628 -0.0203 0.1235
H 2.02864 3.68713 1.15247 -0.0375 0.0658 -0.0970 0.1297
H 0.97519 3.45049 -0.26437 0.0446 0.0047 0.0588 0.1162
H -0.60103 3.13205 1.43336 -0.0427 0.0024 -0.0735 0.1276
H -0.98891 2.38232 -0.13522 0.1291 0.1939 0.0304 0.1158
H -1.90276 1.02539 2.41098 -0.0483 -0.0067 0.1083 0.1043
H -2.86951 2.32105 1.65434 -0.1467 -0.0348 -0.0869 0.1089
H -1.06204 -1.24547 -1.27502 0.0840 0.0528 -0.1630 0.0925
H 0.08402 -3.41229 -0.76881 0.0965 0.0075 -0.1043 0.1105
H -3.00078 -1.38127 2.49983 -0.0853 0.0246 0.1763 0.1280
H -2.83438 -3.41562 3.75656 0.1502 -0.1467 0.0194 0.1666
H 0.49234 -5.86051 3.71040 -0.1894 0.0960 -0.0141 0.1133
H 1.15124 -3.69379 4.78978 0.0186 0.0554 0.1023 0.0893
H 0.76666 -2.82937 3.29221 0.0233 0.0669 -0.0082 0.0765
H 2.08730 -4.00484 3.32034 0.0395 0.0081 -0.0194 0.0794
H 3.43071 1.17466 1.42785 -0.0186 -0.0755 -0.0121 0.1259
H 2.34364 -0.17614 1.04568 0.1333 0.1295 0.0188 0.1180
H 3.00639 -0.18619 -1.23101 0.0306 0.0160 0.0290 0.1151
H 4.41441 0.67330 -0.60807 -0.0968 -0.1123 0.0295 0.1202
H 2.48349 3.57271 -3.42173 0.1062 0.0606 -0.0248 0.1131
H 0.46456 3.68359 -4.82383 -0.0159 0.0990 -0.0945 0.1179
```
Forces are in eV/Å.

3.
Entry from the Open Molecules 2025 dataset: a cluster of 2 separate species, C4H10NO in total in a non-equilibrium geometry (wB97M-V/def2-TZVPD).

Properties
- LUMO level (hartree) = -0.22995
- highest occupied orbital energy (eV) = -14.2
- orbital gap (eV) = 7.985
- charge = +1
- multiplicity = 1
- E (Eh) = -288.06217
- strongest force on any atom (hartree/bohr) = 0.0416

The geometry in XYZ format:
```
16
Properties=species:S:1:pos:R:3:forces:R:3:lowdin_charge:R:1
C 1.10383 1.00074 0.13223 -1.2624 1.1427 -1.2979 -0.0056
C -0.30759 0.69357 -0.31604 -0.1865 0.3863 0.4224 -0.3105
C -1.25168 0.09194 0.39492 0.3016 0.2095 0.3596 0.1465
C 0.38007 0.92755 -2.68104 -0.3751 0.9396 0.9781 0.1883
N -0.51775 0.71892 -1.75944 0.5359 -1.9064 -0.7360 0.0777
H 1.26650 2.07577 0.02051 0.2376 0.0046 0.1809 0.0972
H 1.27377 0.72620 1.16311 0.1490 -0.3310 -0.0570 0.0977
H 1.70475 0.52333 -0.64712 0.6363 -0.2414 0.6511 0.0876
H -2.17973 -0.30482 0.01539 -0.1752 0.2182 -0.1640 0.0930
H -1.04743 -0.05824 1.44579 -0.0621 -0.2176 0.0361 0.0904
H 0.65168 0.14166 -3.37897 -0.9059 0.4689 -0.8374 0.1345
H 0.85002 1.90672 -2.67835 0.9352 -0.4637 0.3660 0.1296
H -1.18264 -0.00910 -2.01475 0.1653 -0.2799 0.1554 0.1653
H -0.80746 -3.34518 3.54854 -0.1226 0.0116 -0.0269 0.0393
H 0.48140 -2.55297 3.55284 -0.1123 0.0494 -0.0372 0.0370
O -0.41773 -2.53607 3.20236 0.2412 0.0091 0.0067 -0.0681
```
Forces are in eV/Å.

4.
Entry from the Open Molecules 2025 dataset: a cluster of 2 separate species, C32H31Br2NO2 in total in a non-equilibrium geometry (wB97M-V/def2-TZVPD).

Properties
- LUMO level (hartree) = -0.06218
- highest occupied orbital energy (eV) = -7.9
- orbital gap (eV) = 6.183
- charge = 0
- multiplicity = 1
- E (Eh) = -6591.17373
- strongest force on any atom (hartree/bohr) = 0.0751

The geometry in XYZ format:
```
68
Properties=species:S:1:pos:R:3:forces:R:3:lowdin_charge:R:1
C -5.53681 3.71843 3.13313 0.1980 -0.4956 -0.1964 -0.0535
O -5.27274 2.47129 2.45378 0.3681 0.1233 0.2291 -0.0805
C -3.99795 2.02303 2.33632 0.5262 0.3498 0.0996 -0.2526
C -2.86238 2.72484 2.81361 -0.9329 -0.4077 -0.0785 0.0023
C -1.59994 2.21707 2.56311 0.2829 -0.2073 -0.6144 -0.0127
C -1.39415 1.08636 1.72392 -1.1732 0.2782 -0.1240 -0.2077
C -0.10220 0.69944 1.20043 2.1804 1.1024 2.9930 0.0312
C 1.05314 1.53243 1.40872 -1.6973 -1.0188 -0.5816 -0.2154
C 2.35920 0.99778 1.71707 1.1256 -0.0227 -0.3036 -0.0768
C 3.42507 1.79636 2.04036 -1.0803 -0.3325 -0.2444 -0.5813
Br 5.15318 1.09211 2.36932 -0.4792 0.0610 0.0058 0.7798
C 3.28121 3.27204 2.18323 0.9408 0.9038 0.4485 -0.4894
O 4.17666 3.99420 2.62891 -1.1288 -1.0026 -0.6441 -0.0046
C 1.96949 3.80241 1.73396 -0.4869 -1.0397 -0.1448 -0.5825
Br 1.73727 5.68209 1.80703 0.0414 -0.4112 -0.1384 0.7757
C 0.95360 2.96933 1.34909 0.4255 1.2847 0.7131 -0.1215
C -2.56117 0.32408 1.39427 0.7520 0.3105 -0.0117 -0.0290
C -3.82188 0.77343 1.69369 -0.4051 0.4132 0.2955 0.0085
H -6.60407 3.87097 2.97517 0.1691 0.1277 0.1158 0.0928
H -5.31888 3.63302 4.20753 -0.0339 -0.0077 -0.2819 0.0995
H -4.96277 4.55041 2.70144 -0.1522 -0.2608 0.0281 0.0945
H -2.98358 3.65114 3.37931 0.1028 -0.4104 -0.1141 0.1107
H -0.74776 2.72742 3.00572 -0.1589 -0.1274 -0.1532 0.1183
H 0.03629 -0.37434 1.01771 -0.0830 0.4431 0.0848 0.1233
H 2.50108 -0.08698 1.70253 -0.0580 0.3497 -0.0062 0.1005
H 0.02293 3.43857 1.03663 0.1736 -0.2324 -0.0243 0.1018
H -2.43295 -0.61468 0.84925 -0.0806 0.2560 0.1473 0.1294
H -4.71145 0.20225 1.42933 0.2426 0.1535 0.0144 0.1253
C 0.77885 -4.97836 2.03183 -0.3702 -0.3609 -0.4944 -0.0853
C 1.42035 -3.72509 2.04169 0.2336 0.5780 -0.6741 -0.0761
C 1.62477 -3.02690 0.85526 -0.0420 -0.2479 0.7147 -0.0308
C 1.16633 -3.53104 -0.38465 -0.4235 -0.5797 -0.3925 -0.1003
C 1.39274 -2.87011 -1.64044 0.2872 -0.2765 -0.4054 -0.1464
C 2.13098 -1.53867 -1.70609 0.1003 -0.1974 -0.1546 -0.0903
C 1.28750 -0.29446 -1.35585 -0.0869 -0.3105 0.6972 -0.3265
C 1.91818 1.01431 -1.84148 0.0217 0.4851 -0.0346 -0.0833
C 0.88046 1.79262 -2.68669 -0.2130 -0.5277 -0.1136 -0.2535
C 0.53973 0.87298 -3.90114 0.3309 0.9710 0.0359 -0.1333
C 0.00070 -0.45246 -3.39932 -0.4055 -0.5489 1.7301 -0.1307
N -0.07428 -0.45076 -1.84014 -0.5958 -0.6344 -2.9538 -0.0659
C -1.02643 0.64311 -1.59652 0.1048 -0.6872 0.0630 -0.1814
C -0.43639 2.00511 -1.89355 0.4078 0.4687 -0.2994 -0.1140
C 1.02456 -3.51230 -2.81659 0.2253 0.4994 0.6565 -0.0502
C 0.30996 -4.72319 -2.80621 -0.1688 -0.5450 0.6607 -0.0662
C 0.03682 -5.35731 -1.60531 0.0745 0.2406 -0.8086 -0.0401
C 0.48424 -4.80482 -0.38273 0.4202 0.6150 0.0306 -0.1650
C 0.32039 -5.50766 0.83642 0.1806 0.2797 0.5401 -0.0360
H 0.64664 -5.53245 2.96235 0.0388 0.1653 -0.2651 0.1027
H 1.77783 -3.29839 2.97899 -0.0458 -0.1561 -0.2207 0.1027
H 2.19246 -2.09490 0.87150 -0.2381 -0.2453 0.0594 0.0834
H 2.97345 -1.56231 -0.99852 -0.0405 0.0702 -0.3180 0.1219
H 2.56399 -1.40387 -2.71141 -0.1172 -0.1914 0.2958 0.1185
H 1.25341 -0.27594 -0.26084 0.0271 -0.0588 -0.6603 0.0707
H 2.24605 1.59382 -0.97000 0.0269 0.1125 -0.2594 0.1046
H 2.80507 0.79678 -2.45142 -0.0886 0.1884 0.0538 0.1186
H 1.29254 2.75332 -3.01375 -0.0609 -0.2071 -0.0053 0.1374
H -0.21621 1.34931 -4.53379 0.2191 0.1201 -0.0400 0.1116
H 1.44032 0.70154 -4.50283 -0.1112 0.2136 0.0188 0.1129
H -1.03172 -0.59710 -3.73986 0.3061 -0.2234 0.0665 0.1147
H 0.60514 -1.28697 -3.75229 -0.2165 0.1910 0.2065 0.0726
H -1.86764 0.46605 -2.28288 0.1029 -0.1112 0.4096 0.1244
H -1.40583 0.55460 -0.58893 -0.0992 0.1897 -0.1869 0.0564
H -0.27439 2.55254 -0.96132 0.1680 0.1190 -0.2117 0.0887
H -1.16017 2.56566 -2.49989 0.3015 0.1537 0.1201 0.1171
H 1.29135 -3.05989 -3.77532 -0.1088 -0.2194 0.3318 0.1050
H -0.00815 -5.15958 -3.75236 0.0684 0.0237 0.2540 0.1037
H -0.49818 -6.30670 -1.58160 0.1042 0.2087 -0.0559 0.1095
H -0.16391 -6.48506 0.80111 0.1041 0.2550 0.0959 0.1116
```
Forces are in eV/Å.